[1]
Density functional theory data (wB97M-V/def2-TZVPD) for C10H16NO7V as an isolated structure.

Last column: Mulliken spin population.
CARTESIAN COORDINATES (ANGSTROEM)
O: 9.25099 -23.25487 14.86650  -0.192
V: 9.91286 -24.30040 13.88193  1.184
C: 13.72929 -24.87266 12.49473  -0.001
C: 12.30167 -24.61423 12.91887  -0.004
O: 12.02186 -23.59107 13.60416  0.014
O: 11.38523 -25.42053 12.59614  0.001
H: 13.80559 -25.86753 12.06092  0.000
H: 14.36956 -24.83826 13.37814  0.000
H: 14.07431 -24.11299 11.79767  0.000
C: 7.27760 -23.37667 10.92257  -0.001
C: 8.33469 -23.67563 11.94551  0.000
O: 8.23807 -24.74709 12.63916  -0.006
O: 9.28420 -22.88834 12.14180  0.001
H: 7.63558 -22.62098 10.22631  0.000
H: 6.39332 -23.00274 11.43605  0.000
H: 7.03813 -24.28734 10.37733  0.000
C: 10.34336 -27.29996 16.82005  -0.002
C: 10.29342 -26.08249 15.93050  -0.006
O: 10.92702 -25.06307 16.23565  0.016
O: 9.57815 -26.16483 14.87206  -0.007
H: 9.61746 -28.05360 16.52304  0.001
H: 10.17968 -27.01085 17.85726  0.001
H: 11.34553 -27.73027 16.75624  0.000
C: 10.43263 -22.17039 17.77027  0.000
C: 11.30595 -21.15021 18.48937  0.000
C: 10.82677 -20.79644 19.90584  0.000
C: 9.55120 -20.09942 19.93830  0.000
N: 8.55756 -19.53010 19.99488  0.000
H: 9.40913 -21.82329 17.64066  0.000
H: 10.48083 -23.13770 18.27012  0.001
H: 10.83487 -22.35996 16.77453  0.000
H: 11.40380 -20.24661 17.88565  0.000
H: 12.30605 -21.57746 18.59197  0.000
H: 11.55416 -20.15378 20.41052  0.000
H: 10.73936 -21.70921 20.49856  0.000

Atoms 1-3, force components in eV/Å:
O 0.7 -1.0 -0.7
V -1.7 0.9 0.1
C 0.0 -0.3 0.3

For the total energy, the calculation gives -1916.32902 Ha. The charge is -1. For the energy relative to the best compared isomer or geometry (same formula, charge and spin), the calculation gives 0.0 kJ/mol. Its spin multiplicity is 2. As for the HOMO-LUMO gap (alpha / beta): 0.3146 / 0.3364 Eh.


[2]
Density functional theory data (wB97M-V/def2-TZVPD) for a 2-piece molecular cluster, C10H16O overall.

Last column: natural (NBO) charge in e.
CARTESIAN COORDINATES (ANGSTROEM)
C: 1.57446 3.68615 -1.33840  -0.629
C: 0.97727 -0.01178 -1.02103  -0.255
C: -0.27152 -0.17284 -1.62732  0.298
C: 1.56561 1.23299 -0.91293  -0.188
C: 0.87279 2.35464 -1.39145  -0.052
C: -0.98161 0.92938 -2.05576  -0.290
C: -0.36281 2.18365 -1.97539  -0.187
O: -0.79311 -1.42166 -1.42681  -0.690
H: 1.37470 -0.90391 -0.55186  0.225
H: 2.59728 1.32722 -0.60415  0.214
H: -2.03297 0.92674 -2.28521  0.214
H: -1.69638 -1.58284 -1.69729  0.487
H: 1.33763 4.30653 -2.20574  0.215
H: 2.65096 3.54504 -1.45839  0.212
H: -0.88112 3.02330 -2.42351  0.209
H: 1.51308 4.26870 -0.41936  0.221
C: -0.56215 -2.16885 1.55565  -0.415
C: -1.64736 -3.03661 2.22532  -0.603
C: 0.24341 -1.26094 2.49563  -0.618
H: 0.14668 -2.85992 1.08690  0.196
H: -1.05873 -1.67264 0.73652  0.218
H: -1.98364 -2.52352 3.12888  0.196
H: -0.25873 -1.17558 3.45627  0.201
H: -1.33012 -4.04943 2.47891  0.202
H: -2.51453 -3.17563 1.57618  0.199
H: 1.29588 -1.51112 2.59453  0.208
H: 0.22503 -0.25708 2.05980  0.212

Atoms 1-3, force components in eV/Å:
C 0.8 0.3 -0.7
C 0.0 -0.2 0.0
C -0.7 0.1 1.5

As for the SMILES: Cc1ccc(O)cc1.CCC. For the total energy, the calculation gives -465.84618 Ha. For the energy relative to the best compared isomer or geometry (same formula, charge and spin), the calculation gives 135.5 kJ/mol. As for the HOMO-LUMO gap: 0.3399 Eh.


[3]
Density functional theory data (wB97M-V/def2-TZVPD) for a 2-piece molecular cluster, C10H16O overall.

Last column: natural (NBO) charge in e.
CARTESIAN COORDINATES (ANGSTROEM)
C: 2.56462 1.63863 0.86884  -0.398
C: 2.68869 1.48071 -0.66785  -0.612
C: 1.82097 0.60475 1.68977  -0.616
H: 3.57171 1.89097 1.20450  0.193
H: 2.11553 2.63568 1.07285  0.186
H: 1.81155 0.90713 -1.01069  0.201
H: 3.49581 0.74835 -0.75581  0.202
H: 0.74061 0.69623 1.67832  0.215
H: 2.11818 -0.37498 1.30614  0.198
H: 2.76042 2.41429 -1.19489  0.216
H: 2.01230 0.65563 2.76689  0.213
C: -0.51940 -1.75108 -2.40947  -0.623
C: -1.05655 -1.87742 0.01996  -0.160
C: -0.98509 -1.09075 -1.14493  -0.062
C: -1.78098 -1.51444 1.15455  -0.284
C: -1.59663 0.18318 -1.14286  -0.174
C: -2.27521 -0.26057 1.07355  0.301
C: -2.16086 0.66410 0.05922  -0.284
O: -3.09327 0.20921 2.12668  -0.700
H: -0.67742 -2.89223 -0.07177  0.203
H: -1.96521 -2.35299 1.80827  0.242
H: -0.80707 -2.80393 -2.37925  0.214
H: 0.55868 -1.66102 -2.57757  0.219
H: -1.71565 0.80668 -2.02225  0.211
H: -2.83633 1.50565 0.00466  0.212
H: -3.76067 0.80578 1.78623  0.471
H: -1.02872 -1.26756 -3.24311  0.214

Atoms 1-3, force components in eV/Å:
C -0.2 3.0 0.0
C -1.1 -2.3 1.6
C 0.5 -0.5 0.0

As for the SMILES: Cc1ccc(O)cc1.CCC. For the total energy, the calculation gives -465.83062 Ha. For the energy relative to the best compared isomer or geometry (same formula, charge and spin), the calculation gives 176.4 kJ/mol. As for the HOMO-LUMO gap: 0.3479 Eh.


[4]
Density functional theory data (wB97M-V/def2-TZVPD) for a 2-piece molecular cluster, C10H16O overall.

Last column: natural (NBO) charge in e.
CARTESIAN COORDINATES (ANGSTROEM)
C: -0.23697 -0.51796 -2.49770  -0.407
C: 0.47136 0.86789 -2.61722  -0.609
C: -0.91160 -0.72902 -1.16573  -0.049
C: -1.80285 -1.81997 -1.09591  -0.172
C: -0.64792 -0.02389 -0.00602  -0.199
C: -2.55218 -2.01808 0.08185  -0.277
C: -1.34227 -0.20694 1.17473  -0.262
C: -2.30528 -1.20272 1.19424  0.273
O: -3.19687 -1.35147 2.23659  -0.692
H: -0.95293 -0.62092 -3.34368  0.212
H: 0.54301 -1.29247 -2.52511  0.212
H: 1.34335 0.90278 -1.99390  0.202
H: -1.87168 -2.59907 -1.86098  0.211
H: 0.11827 0.74348 -0.00208  0.209
H: -3.47025 -2.61261 0.05973  0.218
H: -1.06245 0.25373 2.12210  0.227
H: -3.17718 -2.27252 2.50172  0.478
H: -0.19861 1.62954 -2.24413  0.207
H: 0.64390 0.90135 -3.68542  0.216
C: 3.38652 1.56880 1.69909  -0.611
C: 1.81620 1.43903 1.72338  -0.604
H: 3.76012 0.75460 1.08397  0.209
H: 3.67489 2.52025 1.25242  0.201
H: 3.70290 1.67219 2.74965  0.208
H: 1.49432 0.41843 1.99029  0.202
H: 1.45966 1.54347 0.69150  0.190
H: 1.31455 2.05210 2.47663  0.208

Atoms 1-3, force components in eV/Å:
C 0.7 0.8 0.7
C -1.3 -1.7 -0.1
C -0.7 -1.6 -0.5

As for the SMILES: CCc1ccc(O)cc1.CC. For the total energy, the calculation gives -465.83550 Ha. For the energy relative to the best compared isomer or geometry (same formula, charge and spin), the calculation gives 163.6 kJ/mol. As for the HOMO-LUMO gap: 0.3463 Eh.


[5]
Density functional theory data (wB97M-V/def2-TZVPD) for a 2-piece molecular cluster, C10H16O overall.

Last column: natural (NBO) charge in e.
CARTESIAN COORDINATES (ANGSTROEM)
C: 2.12794 1.19425 -1.80434  -0.627
C: -1.60748 0.77138 -1.30499  -0.260
C: -1.93861 1.90724 -0.60093  0.282
C: -0.31489 0.57789 -1.78634  -0.187
C: 0.67951 1.50353 -1.49574  -0.039
C: -1.00481 2.91588 -0.44506  -0.273
C: 0.29728 2.68663 -0.86164  -0.197
O: -3.18973 2.01638 -0.01416  -0.695
H: -2.37470 0.06356 -1.58350  0.224
H: -0.08866 -0.31972 -2.35288  0.210
H: -1.27112 3.90387 -0.10490  0.221
H: -3.03729 2.17436 0.93871  0.482
H: 2.32544 0.14410 -1.59903  0.217
H: 2.80138 1.81430 -1.22280  0.216
H: 1.03440 3.46810 -0.73127  0.208
H: 2.38678 1.30986 -2.85712  0.218
C: 0.10113 -1.94073 1.24158  -0.414
C: 1.58756 -2.20382 1.46591  -0.615
C: -0.82084 -2.90369 2.02450  -0.608
H: -0.16599 -0.92936 1.55709  0.200
H: -0.24862 -1.96344 0.21524  0.205
H: 2.05406 -2.62006 0.57624  0.209
H: 1.79627 -2.81166 2.34826  0.206
H: -0.29781 -3.78492 2.40632  0.201
H: -1.28731 -2.40632 2.87546  0.204
H: 2.11649 -1.26684 1.68760  0.208
H: -1.66038 -3.30076 1.42780  0.205

Atoms 1-3, force components in eV/Å:
C -0.3 -0.1 -0.3
C 0.1 -0.4 -0.9
C -0.2 0.2 0.6

As for the SMILES: Cc1ccc(O)cc1.CCC. For the total energy, the calculation gives -465.85372 Ha. For the energy relative to the best compared isomer or geometry (same formula, charge and spin), the calculation gives 115.7 kJ/mol. As for the HOMO-LUMO gap: 0.3498 Eh.


[6]
Density functional theory data (wB97M-V/def2-TZVPD) for a 2-piece molecular cluster, C10H16O overall.

Last column: natural (NBO) charge in e.
CARTESIAN COORDINATES (ANGSTROEM)
C: 2.98969 -2.34949 -1.62661  -0.611
C: 3.31875 -3.85184 -1.35467  -0.611
H: 3.28190 -2.11540 -2.62089  0.203
H: 1.90385 -2.26629 -1.58654  0.204
H: 3.47602 -1.67087 -0.93308  0.204
H: 2.47113 -4.41061 -0.96928  0.205
H: 4.21674 -3.88827 -0.74082  0.204
H: 3.57903 -4.33225 -2.29585  0.201
C: 1.33667 1.84023 0.03873  -0.410
C: 1.61030 1.39164 -1.39962  -0.611
C: -0.06401 1.33136 0.48443  -0.037
C: -1.16501 1.74635 -0.27180  -0.186
C: -0.18148 0.44704 1.53075  -0.195
C: -2.40403 1.14881 -0.09686  -0.251
C: -1.45309 -0.12309 1.77773  -0.279
C: -2.49654 0.25490 0.97167  0.275
O: -3.79040 -0.24283 1.21425  -0.696
H: 1.99966 1.43177 0.79940  0.206
H: 1.28197 2.92825 0.13231  0.205
H: 1.31576 0.34210 -1.40905  0.214
H: -0.98649 2.46971 -1.05689  0.210
H: 0.57294 0.15786 2.25128  0.215
H: -3.34347 1.35773 -0.58533  0.233
H: -1.60814 -0.73948 2.64815  0.215
H: -3.69264 -1.17542 1.41032  0.474
H: 2.65419 1.49627 -1.70796  0.211
H: 1.09765 1.99927 -2.13487  0.207

Atoms 1-3, force components in eV/Å:
C -0.7 -1.4 0.5
C 0.5 0.9 -0.6
H 0.3 0.5 -0.8

As for the SMILES: CCc1ccc(O)cc1.CC. For the total energy, the calculation gives -465.84800 Ha. For the energy relative to the best compared isomer or geometry (same formula, charge and spin), the calculation gives 130.8 kJ/mol. As for the HOMO-LUMO gap: 0.3479 Eh.


[7]
Density functional theory data (wB97M-V/def2-TZVPD) for a 2-piece molecular cluster, C10H16O overall.

Last column: natural (NBO) charge in e.
CARTESIAN COORDINATES (ANGSTROEM)
C: -3.11688 -1.09901 2.22267  -0.600
C: -3.10467 -1.13868 0.67793  -0.619
H: -3.35624 -2.09592 2.73068  0.197
H: -2.20569 -0.72390 2.64312  0.199
H: -3.93197 -0.49079 2.50653  0.195
H: -2.45389 -0.43884 0.29966  0.210
H: -4.10631 -1.05914 0.36899  0.209
H: -2.42417 -2.01149 0.41162  0.210
C: 0.38469 1.63529 1.59396  -0.428
C: 0.72084 3.16151 1.48694  -0.597
C: 0.73258 0.80937 0.39889  -0.051
C: 1.94126 0.04170 0.18405  -0.194
C: -0.23402 0.72667 -0.62049  -0.169
C: 2.01993 -0.80615 -0.86271  -0.254
C: -0.16399 -0.31930 -1.71714  -0.273
C: 0.94486 -1.05327 -1.71609  0.255
O: 1.14609 -1.98964 -2.68166  -0.676
H: 0.92039 1.36775 2.38139  0.207
H: -0.55229 1.34241 1.95598  0.214
H: 1.57618 3.26431 0.85254  0.212
H: 2.87453 0.14282 0.75772  0.219
H: -1.04144 1.35612 -0.72667  0.201
H: 3.00856 -1.58549 -0.93349  0.202
H: -1.09643 -0.23420 -2.38014  0.241
H: 2.17355 -2.05547 -2.85638  0.480
H: 0.86873 3.63157 2.42917  0.207
H: -0.16990 3.75850 1.12452  0.203

Atoms 1-3, force components in eV/Å:
C -0.4 -1.7 -0.1
C 2.1 -2.9 2.4
H 0.5 1.1 -1.0

As for the SMILES: CCc1ccc(O)cc1.CC. For the total energy, the calculation gives -465.77238 Ha. For the energy relative to the best compared isomer or geometry (same formula, charge and spin), the calculation gives 329.3 kJ/mol. As for the HOMO-LUMO gap: 0.3435 Eh.


[8]
Density functional theory data (wB97M-V/def2-TZVPD) for a 2-piece molecular cluster, C10H16O overall.

Last column: natural (NBO) charge in e.
CARTESIAN COORDINATES (ANGSTROEM)
C: -0.02330 -3.14160 -2.03979  -0.056
C: 1.02321 -2.07332 -2.19521  -0.619
O: 0.61327 -4.41412 -2.01032  -0.739
H: -0.58132 -2.98467 -1.11093  0.157
H: -0.74455 -3.11522 -2.86265  0.160
H: 0.48944 -1.13315 -2.24128  0.202
H: 0.17979 -5.06367 -1.44870  0.474
H: 1.60226 -2.14246 -3.11368  0.216
H: 1.69907 -2.00906 -1.35329  0.207
C: 0.96740 1.02456 -0.19251  -0.422
C: 2.03498 0.32721 0.69613  -0.608
C: -0.22054 1.44828 0.65230  0.002
C: -0.23654 2.75054 1.15667  -0.220
C: -1.21626 0.55669 1.03561  -0.224
C: -1.33036 3.27576 1.82988  -0.202
C: -2.30888 1.09097 1.71313  -0.201
C: -2.42426 2.43103 2.04375  -0.231
H: 1.41295 1.91969 -0.62698  0.207
H: 0.62458 0.39571 -1.00381  0.211
H: 2.29406 -0.63532 0.28243  0.208
H: 0.62748 3.35666 0.91562  0.205
H: -1.20801 -0.49694 0.78927  0.211
H: -1.25777 4.22928 2.33977  0.215
H: -3.14731 0.45046 1.97570  0.207
H: -3.40806 2.83811 2.22814  0.214
H: 1.65816 0.12902 1.70062  0.212
H: 2.88051 0.98554 0.84011  0.212

Atoms 1-3, force components in eV/Å:
C 0.0 -0.6 0.3
C -0.3 0.4 -0.3
O 0.5 -0.3 -0.1

As for the SMILES: CCc1ccccc1.CCO. For the total energy, the calculation gives -465.84262 Ha. For the energy relative to the best compared isomer or geometry (same formula, charge and spin), the calculation gives 144.9 kJ/mol. As for the HOMO-LUMO gap: 0.3601 Eh.